# 1
This record from the Open Molecules 2025 dataset describes an isolated ion of composition C4H10N2O and charge +1 in a non-equilibrium geometry. The level of theory is ωB97M-V/def2-TZVPD.

**E_HOMO (spin up / spin down)**: -14.607 / -14.306 eV
**Expectation value of S²**: 0.756
**HOMO-LUMO gap (spin up / spin down)**: 11.0 / 5.7 eV
**Energy above the lowest of the compared OMol25 structures with the same formula, charge and spin**: 58.90 kcal/mol

ORCA input file:
```
! RIJCOSX wB97M-V def2-TZVPD def2/J DEFGRID3
* xyz 1 2
C 0.9304 0.7331 -1.8470
N 0.8981 1.2227 -0.5013
C -1.1160 1.3760 0.8727
C 0.1275 0.5455 0.5153
C -0.0806 -0.9188 0.4639
N -1.3402 -1.4712 0.3615
O 0.8269 -1.7905 0.3891
H 1.5104 1.5078 -2.2625
H -0.1566 0.9509 -2.1802
H 1.1144 -0.4453 -1.7757
H 1.9056 1.3158 -0.2625
H -1.4999 1.9381 -0.0194
H -1.9139 0.6965 1.1534
H -0.6823 2.1115 1.5209
H 0.7271 0.8838 1.3500
H -1.5775 -2.4906 0.1735
H -2.1156 -0.8197 0.1386
*
```

These are the natural (NBO) partial charges, in e, on atoms 1 to 4: atom 1 (C): -0.48, atom 2 (N): -0.13, atom 3 (C): -0.59, atom 4 (C): -0.21

=====

# 2
This record from the Open Molecules 2025 dataset describes C4H10N2O2 as an isolated structure in a non-equilibrium geometry. The level of theory is ωB97M-V/def2-TZVPD.

**E_HOMO**: -8.406 eV
**HOMO-LUMO gap**: 9.3 eV
**Energy above the lowest of the compared OMol25 structures with the same formula, charge and spin**: 149.37 kcal/mol

ORCA input file:
```
! RIJCOSX wB97M-V def2-TZVPD def2/J DEFGRID3
* xyz 0 1
C -0.8296 -0.5651 0.4981
C 1.1924 0.1731 2.1665
C -0.4696 1.4391 -0.8438
N -0.0527 0.1287 -0.3767
C 0.6144 -1.4396 -2.2458
O -0.0802 0.5302 1.7155
O -2.1559 -0.4468 0.5991
N -0.4279 -1.1151 -1.6315
H -2.4326 0.4661 0.4421
H -0.4767 -1.5567 0.7670
H 1.8201 1.0619 2.2948
H 1.7301 -0.5136 1.4944
H 1.1133 -0.3414 3.1340
H -1.0256 1.3521 -1.7811
H 0.4277 2.0291 -1.0217
H -1.0926 1.9557 -0.1107
H 1.5896 -0.9709 -2.0604
H 0.5557 -2.1866 -3.0397
*
```

These are the natural (NBO) partial charges, in e, on atoms 1 to 4: atom 1 (C): 0.56, atom 2 (C): -0.25, atom 3 (C): -0.45, atom 4 (N): -0.31

=====

# 3
This record from the Open Molecules 2025 dataset describes one molecule with the formula C4H10N2O2 in a non-equilibrium geometry. The level of theory is ωB97M-V/def2-TZVPD.

**E_HOMO (spin up / spin down)**: -8.319 / -8.320 eV
**HOMO-LUMO gap (spin up / spin down)**: 8.7 / 8.7 eV
**Energy above the lowest of the compared OMol25 structures with the same formula, charge and spin**: 114.46 kcal/mol

ORCA input file:
```
! RIJCOSX wB97M-V def2-TZVPD def2/J DEFGRID3
* xyz 0 1
C -1.0937 -0.0357 -0.1552
C 0.7456 -1.4352 -0.6369
C 1.0872 1.0722 -0.4263
C -1.1760 0.1577 1.3621
N 0.1871 0.0048 -0.8105
O 1.3639 -1.7061 0.5816
N -1.9460 1.0355 -0.7908
O -1.5013 2.0349 -1.2913
H 2.1582 -1.1641 0.6619
H -1.6357 -0.9439 -0.4410
H -0.0164 -2.2070 -0.7579
H 1.4443 -1.5145 -1.4769
H 1.9660 1.0199 -1.0692
H 0.6084 2.0445 -0.5498
H 1.4233 1.0232 0.6190
H -0.5159 -0.5460 1.8646
H -0.9025 1.1784 1.6260
H -2.1965 -0.0187 1.6906
*
```

These are the natural (NBO) partial charges, in e, on atoms 1 to 4: atom 1 (C): 0.02, atom 2 (C): 0.09, atom 3 (C): -0.44, atom 4 (C): -0.65

=====

# 4
This record from the Open Molecules 2025 dataset describes a 2-piece molecular cluster, C4H10N2O2 overall in a non-equilibrium geometry. The level of theory is ωB97M-V/def2-TZVPD.

**E_HOMO**: -9.035 eV
**HOMO-LUMO gap**: 9.7 eV
**Energy above the lowest of the compared OMol25 structures with the same formula, charge and spin**: 93.47 kcal/mol

ORCA input file:
```
! RIJCOSX wB97M-V def2-TZVPD def2/J DEFGRID3
* xyz 0 1
C 0.6772 -1.5131 -0.6563
C 0.7885 -0.3029 1.5882
C -0.0384 -0.6577 0.3687
O -1.8676 -0.4477 1.6560
N -1.3447 -0.9423 0.4781
H -2.8279 -0.5030 1.5025
H 1.5968 -1.0076 -0.9612
H 0.0374 -1.6567 -1.5296
H 0.9542 -2.4813 -0.2324
H 0.8898 -1.1653 2.2522
H 0.3219 0.5105 2.1473
H 1.7875 0.0004 1.2655
N 0.3524 1.6174 -1.7943
C -0.5523 1.5453 -0.7584
O -1.7766 1.4271 -1.0270
H 1.2090 2.1478 -1.7213
H 0.0217 1.2905 -2.6928
H -0.2288 2.1387 0.1148
*
```

These are the natural (NBO) partial charges, in e, on atoms 1 to 4: atom 1 (C): -0.65, atom 2 (C): -0.69, atom 3 (C): 0.17, atom 4 (O): -0.56

=====

# 5
This record from the Open Molecules 2025 dataset describes one molecule with the formula C4H10N2O2 in a non-equilibrium geometry. The level of theory is ωB97M-V/def2-TZVPD.

**E_HOMO**: -9.609 eV
**HOMO-LUMO gap**: 10.4 eV
**Energy above the lowest of the compared OMol25 structures with the same formula, charge and spin**: 49.09 kcal/mol

ORCA input file:
```
! RIJCOSX wB97M-V def2-TZVPD def2/J DEFGRID3
* xyz 0 1
C -1.7851 1.1250 -0.0082
C -0.5805 0.1449 0.3369
C -0.3135 0.0392 1.8204
O 0.5136 -1.0534 2.1342
N 0.4483 0.4457 -0.6425
C 1.0501 -0.7347 -1.1765
N 2.1161 -0.6717 -2.0280
O 0.5819 -1.8336 -0.9229
H -2.7881 1.0251 0.4075
H -1.5642 2.2080 0.1327
H -1.8480 1.0632 -1.1094
H -1.2078 -0.7144 -0.0369
H 0.1703 0.8587 2.3503
H -1.2641 -0.1833 2.4307
H 0.5639 -1.8678 1.6280
H 1.0201 1.2510 -0.4641
H 2.1642 -1.2239 -2.8603
H 2.7227 0.1220 -1.9919
*
```

These are the natural (NBO) partial charges, in e, on atoms 1 to 4: atom 1 (C): -0.62, atom 2 (C): -0.10, atom 3 (C): -0.07, atom 4 (O): -0.77

=====

# 6
This record from the Open Molecules 2025 dataset describes a 2-piece molecular cluster, C4H10N2O2 overall. The level of theory is ωB97M-V/def2-TZVPD.

**E_HOMO**: -9.840 eV
**HOMO-LUMO gap**: 10.8 eV
**Energy above the lowest of the compared OMol25 structures with the same formula, charge and spin**: 24.29 kcal/mol

ORCA input file:
```
! RIJCOSX wB97M-V def2-TZVPD def2/J DEFGRID3
* xyz 0 1
N 0.0585 -0.2357 -1.4200
C -0.8542 -1.4001 -1.2945
C -1.6430 -2.0467 1.0064
C -0.7067 -1.9806 0.0812
H 0.2922 -0.1051 -2.4023
H 0.9428 -0.4850 -0.9798
H -0.6211 -2.1803 -2.0276
H -1.8805 -1.0655 -1.4576
H -1.4689 -2.4064 2.0067
H -2.6549 -1.7053 0.8021
H 0.2991 -2.3317 0.3012
N 1.6542 3.0999 1.1972
C 1.2798 1.9080 0.6468
O -0.0085 1.9223 0.2764
O 2.0231 0.9605 0.5008
H 2.5057 3.1165 1.7277
H 0.9148 3.7350 1.4388
H -0.1325 1.2002 -0.4036
*
```

These are the natural (NBO) partial charges, in e, on atoms 1 to 4: atom 1 (N): -0.85, atom 2 (C): -0.26, atom 3 (C): -0.37, atom 4 (C): -0.19

=====

# 7
This record from the Open Molecules 2025 dataset describes C4H10N2O2 as an isolated structure in a non-equilibrium geometry. The level of theory is ωB97M-V/def2-TZVPD.

**E_HOMO**: -9.106 eV
**HOMO-LUMO gap**: 9.9 eV
**Energy above the lowest of the compared OMol25 structures with the same formula, charge and spin**: 182.40 kcal/mol

ORCA input file:
```
! RIJCOSX wB97M-V def2-TZVPD def2/J DEFGRID3
* xyz 0 1
C -0.5122 -1.0512 2.5082
C -0.8087 -0.0708 1.5148
C 0.1142 -0.0755 -0.7666
C -0.4308 1.7384 -2.1172
H 0.4335 -0.8805 2.7479
H -0.7809 -2.0930 2.2101
H -0.9081 -0.7606 3.4447
H -0.5204 0.9822 1.9945
H -1.8602 -0.4551 1.1328
H 1.2769 -0.4915 -2.3464
H 2.0048 -1.9319 -0.1251
H 0.6433 2.2655 -2.1743
H -0.9349 2.8394 -2.1543
H -0.7937 1.4488 -3.3910
N 1.1456 -0.7941 -1.3005
N -0.6810 0.8777 -0.9918
O 0.2020 -0.4185 0.5738
O 2.4106 -1.1295 -0.7597
*
```

These are the natural (NBO) partial charges, in e, on atoms 1 to 4: atom 1 (C): -0.62, atom 2 (C): -0.07, atom 3 (C): 0.69, atom 4 (C): -0.47

=====

# 8
This record from the Open Molecules 2025 dataset describes one molecule with the formula C4H10N2O2 in a non-equilibrium geometry. The level of theory is ωB97M-V/def2-TZVPD.

**E_HOMO**: -9.247 eV
**HOMO-LUMO gap**: 9.7 eV
**Energy above the lowest of the compared OMol25 structures with the same formula, charge and spin**: 143.34 kcal/mol

ORCA input file:
```
! RIJCOSX wB97M-V def2-TZVPD def2/J DEFGRID3
* xyz 0 1
C -2.6288 -0.8911 -0.2180
C 1.5018 1.9141 -0.2249
C -1.1661 -1.1153 0.3174
C 0.9863 0.3540 0.4758
N -0.3545 0.0442 -0.0689
N 2.1293 -0.4633 -0.0227
O 3.1249 -0.3797 0.6493
O 1.8975 -1.2078 -0.9461
H -3.2160 -1.4798 0.5164
H -2.9076 0.2383 -0.1635
H -2.6405 -1.4237 -1.2548
H 1.7872 1.8093 -1.3017
H 0.5680 2.6501 -0.2462
H 2.2456 2.4297 0.4824
H -1.0313 -1.0868 1.4624
H -0.6352 -1.9775 0.0116
H 0.8526 0.4971 1.5934
H -0.5133 0.0882 -1.0619
*
```

These are the natural (NBO) partial charges, in e, on atoms 1 to 4: atom 1 (C): -0.64, atom 2 (C): -0.62, atom 3 (C): -0.21, atom 4 (C): 0.05

=====

# 9
This record from the Open Molecules 2025 dataset describes one molecule with the formula C4H10N2O2 in a non-equilibrium geometry. The level of theory is ωB97M-V/def2-TZVPD.

**E_HOMO**: -9.645 eV
**HOMO-LUMO gap**: 10.4 eV
**Energy above the lowest of the compared OMol25 structures with the same formula, charge and spin**: 51.10 kcal/mol

ORCA input file:
```
! RIJCOSX wB97M-V def2-TZVPD def2/J DEFGRID3
* xyz 0 1
C 0.3337 0.4151 0.3863
N -0.6354 -0.4932 -0.3083
C -1.2885 -1.4823 0.4655
O -0.7503 -1.5124 1.7517
O -2.0139 -2.3393 -0.0045
C 0.7203 1.5483 -0.4872
C 1.2036 1.1835 -1.9331
N 1.9628 2.1320 0.1710
H -0.0814 0.7776 1.4019
H 1.2095 -0.2253 0.6192
H -0.7606 -0.3084 -1.2851
H -1.3368 -2.1048 2.2146
H -0.1506 2.3676 -0.5761
H 1.7162 2.2006 -2.5262
H 0.4283 0.8040 -2.5496
H 2.0022 0.5992 -1.9871
H 1.9435 2.1924 1.2230
H 2.0363 3.0512 -0.1393
*
```

These are the natural (NBO) partial charges, in e, on atoms 1 to 4: atom 1 (C): -0.23, atom 2 (N): -0.66, atom 3 (C): 0.88, atom 4 (O): -0.70

=====

# 10
This record from the Open Molecules 2025 dataset describes C4H10N2O2 as an isolated structure in a non-equilibrium geometry. The level of theory is ωB97M-V/def2-TZVPD.

**E_HOMO**: -9.167 eV
**HOMO-LUMO gap**: 9.7 eV
**Energy above the lowest of the compared OMol25 structures with the same formula, charge and spin**: 128.90 kcal/mol

ORCA input file:
```
! RIJCOSX wB97M-V def2-TZVPD def2/J DEFGRID3
* xyz 0 1
C 0.5386 -1.6987 1.8856
N 0.0231 -1.6131 0.5305
C 0.5480 -0.3946 -0.2180
C -0.0736 -0.3664 -1.6399
O -0.1467 0.8871 -2.3224
C -0.1130 0.8095 0.5602
N 0.7787 1.8541 0.4991
O -1.3596 0.5776 0.7974
H 0.5603 -0.8387 2.5414
H -0.0731 -2.4801 2.3301
H 1.5662 -2.0520 1.8267
H -0.9420 -1.2180 0.5620
H 1.6335 -0.3998 -0.2474
H -1.1040 -0.7399 -1.4886
H 0.4379 -1.0365 -2.3930
H -1.0408 1.2091 -2.4553
H 0.5317 2.6603 1.0906
H -0.2097 1.7244 -0.2881
*
```

These are the natural (NBO) partial charges, in e, on atoms 1 to 4: atom 1 (C): -0.43, atom 2 (N): -0.61, atom 3 (C): -0.16, atom 4 (C): -0.07

=====

# 11
This record from the Open Molecules 2025 dataset describes C4H10N2O2 as an isolated structure in a non-equilibrium geometry. The level of theory is ωB97M-V/def2-TZVPD.

**E_HOMO**: -6.850 eV
**HOMO-LUMO gap**: 7.3 eV
**Energy above the lowest of the compared OMol25 structures with the same formula, charge and spin**: 148.07 kcal/mol

ORCA input file:
```
! RIJCOSX wB97M-V def2-TZVPD def2/J DEFGRID3
* xyz 0 1
C 0.3935 -1.3584 -0.8708
C -1.0036 1.3799 -1.1737
C -0.1289 -0.5175 0.2671
C -0.9104 -1.0524 1.2396
O -2.3277 1.2975 -1.4615
O -0.2795 2.1296 -1.8105
H -2.7203 0.6146 -0.8969
H 1.2907 -1.9105 -0.5779
H -0.3551 -2.0894 -1.1814
H 0.6604 -0.7567 -1.7404
H -1.2622 -0.4586 2.0760
H -1.4781 -1.9508 1.0340
N 0.6891 0.6406 0.6416
N 2.0784 0.3477 0.7744
H 2.2062 -0.1358 1.6626
H 2.6049 1.2188 0.7658
H 0.2881 1.0840 1.4726
H 0.2545 1.5176 -0.2204
*
```

These are the natural (NBO) partial charges, in e, on atoms 1 to 4: atom 1 (C): -0.67, atom 2 (C): 0.34, atom 3 (C): 0.20, atom 4 (C): -0.48

=====

# 12
This record from the Open Molecules 2025 dataset describes a 2-piece molecular cluster, C4H10N2O2 overall in a non-equilibrium geometry. The level of theory is ωB97M-V/def2-TZVPD.

**E_HOMO**: -9.632 eV
**HOMO-LUMO gap**: 10.1 eV
**Energy above the lowest of the compared OMol25 structures with the same formula, charge and spin**: 11.34 kcal/mol

ORCA input file:
```
! RIJCOSX wB97M-V def2-TZVPD def2/J DEFGRID3
* xyz 0 1
C 1.7968 0.1820 -0.3385
C 1.8232 0.0331 -1.8456
O 2.8050 0.2180 -2.5295
N 0.6162 -0.2956 -2.3960
H 0.6043 -0.4155 -3.3983
H -0.1966 -0.5184 -1.8548
H 1.6210 -0.7666 0.1362
H 1.0972 0.9491 -0.0198
H 2.8185 0.4219 -0.0483
C -1.1900 -0.4934 2.9589
C -1.6364 0.0793 1.6466
O -1.1291 1.0347 1.1052
N -2.7529 -0.5265 1.1004
H -2.0355 -0.6526 3.6272
H -0.4247 0.1504 3.3867
H -2.8828 -0.2534 0.1328
H -2.8596 -1.5262 1.1979
H -0.7071 -1.4519 2.7758
*
```

These are the natural (NBO) partial charges, in e, on atoms 1 to 4: atom 1 (C): -0.73, atom 2 (C): 0.68, atom 3 (O): -0.61, atom 4 (N): -0.84

=====

Question: Which value of energy above the lowest of the compared OMol25 structures with the same formula, charge and spin does entry 3 give?
Answer: 114.46 kcal/mol